125
Properties=species:S:1:pos:R:3 method="wB97M-V/def2-TZVPD" total_charge=-1 homo_lumo_gap_ha=0.2061 homo_ha=-0.168
N -0.79692 -3.05057 4.28777
C -0.06584 -3.23174 3.41395
O 0.52434 -3.48500 2.24890
C 0.87990 -2.27467 1.59715
C 1.92350 -1.50267 2.21323
C 2.26697 -0.29906 1.54868
C 1.63767 0.11615 0.32012
C 0.62361 -0.67552 -0.32599
C -0.02270 -0.28871 -1.65208
F 0.63530 0.61985 -2.38483
F -0.02337 -1.43181 -2.42949
C -1.54103 0.18119 -1.58147
F -2.36301 -0.83057 -1.91126
F -1.75625 1.13531 -2.51897
C -1.99357 0.76046 -0.20506
F -2.26962 -0.18417 0.70273
F -3.18223 1.39426 -0.41466
F -1.17656 1.68847 0.26638
C 0.24170 -1.89058 0.37230
P -1.11725 -3.06470 -0.24646
O -0.22871 -4.35513 -0.89232
O -1.96899 -3.62204 1.07729
C 2.13441 1.45867 -0.22869
O 1.43670 2.36254 -0.61116
C 3.65660 1.64610 -0.18545
C 4.40960 2.22219 -1.24059
C 5.87627 2.31001 -1.01638
C 6.49513 1.84334 0.19109
C 8.02102 1.89323 0.40860
O 8.62460 0.80092 0.30453
O 8.64933 2.96949 0.64042
C 5.69466 1.29603 1.25737
C 4.28626 1.20581 1.05027
C 3.39040 0.59949 2.13017
O 3.52844 0.78082 3.31018
H 2.39097 -1.83076 3.14670
H 0.33906 -3.92071 -1.55150
H -1.82716 -4.57816 1.18794
H 3.91918 2.57910 -2.15549
H 6.56478 2.72206 -1.77814
H 6.11081 0.91817 2.19899
C -4.58392 -4.09337 3.23065
N -4.51468 -5.50512 2.77185
O -3.68800 -5.78069 1.92930
O -5.29733 -6.28862 3.27246
H -3.83224 -3.51703 2.70026
H -5.58158 -3.72519 3.00622
H -4.39210 -4.08624 4.30055
C 6.90554 -1.31437 -3.02312
N 5.66213 -0.58483 -3.39070
O 5.57309 0.56735 -3.03215
O 4.82311 -1.20043 -4.02281
H 7.55176 -0.64257 -2.46392
H 6.61613 -2.16686 -2.41472
H 7.38152 -1.63351 -3.94678
C -4.98357 1.18328 2.02814
N -5.61126 0.68891 3.28218
O -4.97812 -0.09100 3.95704
O -6.72320 1.10808 3.53959
H -4.00524 0.73251 1.92567
H -5.63173 0.89277 1.20463
H -4.90381 2.26503 2.10564
C 0.73946 -1.73081 -5.97449
N 0.29397 -3.10615 -5.61810
O 0.35169 -3.42949 -4.45196
O -0.09824 -3.81062 -6.52752
H 1.05958 -1.22290 -5.07104
H 1.55884 -1.82598 -6.67347
H -0.10717 -1.22154 -6.42593
C 0.21014 5.17949 0.80079
N 0.00066 6.57026 0.31931
O 0.86438 7.06516 -0.37165
O -1.03234 7.12016 0.65515
H 1.16188 4.81617 0.42997
H 0.20539 5.20388 1.88074
H -0.60950 4.57652 0.41647
C 1.49003 0.49600 -9.19307
N 2.31412 0.89069 -8.01949
O 3.11627 1.78359 -8.17378
O 2.11937 0.28275 -6.98579
H 1.76895 1.11696 -10.03758
H 1.69319 -0.55203 -9.39852
H 0.44734 0.64904 -8.92706
C -8.57323 -1.86283 0.97978
N -8.13703 -2.19004 2.36099
O -8.97955 -2.51697 3.16404
O -6.94202 -2.09935 2.57974
H -9.64984 -1.97722 0.91274
H -8.27883 -0.83482 0.78609
H -8.06934 -2.54977 0.30482
C 7.53080 5.55378 -4.41706
N 6.91567 5.05259 -3.16000
O 7.57874 4.30679 -2.47286
O 5.78861 5.43003 -2.91479
H 8.52907 5.13774 -4.50432
H 6.90129 5.22872 -5.24130
H 7.56664 6.63805 -4.35385
C -8.42225 -6.50211 3.79512
N -9.41888 -6.72188 2.71300
O -9.54662 -7.85075 2.28667
O -10.03734 -5.75031 2.33018
H -7.95037 -7.44945 4.03118
H -7.69096 -5.78916 3.42787
H -8.95598 -6.10938 4.65679
C -7.29406 3.56768 -0.29624
N -7.26375 2.15799 -0.76840
O -6.42200 1.86160 -1.58635
O -8.08780 1.40337 -0.29164
H -6.50606 4.11857 -0.79897
H -8.27073 3.97476 -0.54382
H -7.13417 3.55542 0.77923
C 2.88119 4.20451 4.77104
N 2.10389 4.51526 3.54346
O 1.80922 5.67968 3.33557
O 1.81686 3.57956 2.82914
H 3.06531 5.12906 5.30800
H 2.28668 3.51901 5.36906
H 3.81511 3.74353 4.45772
C 5.06759 -2.78016 5.73817
N 5.16573 -1.91534 4.53268
O 4.71323 -2.35209 3.48946
O 5.69076 -0.83813 4.67675
H 4.57856 -3.70841 5.46138
H 6.07865 -2.96483 6.09085
H 4.48476 -2.24100 6.48035

7
Properties=species:S:1:pos:R:3 method="wB97M-V/def2-TZVPD" homo_lumo_gap_ha=0.4166 smiles=F[C@@]1(Cl)CO1 homo_ha=-0.388
F -2.09757 -1.53008 0.37221
C -1.74870 -0.36072 -0.06467
Cl -2.98670 0.73744 0.04684
C -0.25559 -0.08704 -0.16230
O -0.82514 -0.54879 -1.45947
H 0.19594 0.95585 -0.19029
H 0.40396 -0.94022 0.08201

49
Properties=species:S:1:pos:R:3 method="wB97M-V/def2-TZVPD" spin_multiplicity=7 total_charge=+2 homo_lumo_gap_ha="0.3206 / 0.0862" s2=12.018 homo_ha="-0.534 / -0.534"
Fe -2.35896 0.10155 1.54724
C -4.76920 -3.02813 2.40350
C -3.74629 -1.94363 2.08678
O -3.94016 -0.81283 2.43808
O -2.78763 -2.07213 1.31866
H -5.32982 -3.33800 1.52158
H -5.57918 -2.61789 3.00661
H -4.31320 -3.85060 2.95460
C 1.39647 -0.15216 0.42318
C -0.06546 -0.18422 0.83053
O -0.37189 -0.29150 1.99885
O -1.01189 -0.20058 0.00664
H 2.07788 -0.24741 1.26859
H 1.68468 0.62100 -0.28904
H 1.59114 -1.14635 0.02095
C 4.95825 -2.29086 3.89289
C 3.98857 -1.50402 3.12574
O 2.90068 -2.30945 3.10440
C 3.07062 -3.24879 4.12735
O 2.35708 -4.18911 4.50823
O 4.15518 -3.00882 4.73642
F 4.50982 -1.40162 1.87080
H 5.75455 -1.68336 4.32295
H 5.54376 -3.00285 3.31121
H 3.75523 -0.51409 3.51777
C -6.21247 2.13234 -1.93355
O -5.48807 1.68636 -0.83804
C -4.67988 0.56640 -0.88717
O -3.80055 0.41847 -0.01967
O -4.97518 -0.18350 -1.97964
C -4.32039 -1.40541 -2.21601
H -6.07603 3.21374 -1.92722
H -7.27124 1.97382 -1.72865
H -6.01486 1.59889 -2.86333
H -4.63793 -2.21211 -1.55533
H -3.24130 -1.26869 -2.14564
H -4.69343 -1.74403 -3.18259
C 4.69790 2.46842 -5.20731
O 4.70783 2.41455 -3.81250
C 3.96052 3.27529 -3.13834
O 3.23598 4.17761 -3.60638
O 4.18597 3.02369 -1.88823
C 3.45819 3.63721 -0.81644
H 4.09942 1.59427 -5.46377
H 5.61459 2.32569 -5.77949
H 4.37752 3.41978 -5.63201
H 3.35282 2.84525 -0.07496
H 2.39958 3.81554 -1.00528
H 3.85075 4.54232 -0.35301

10
Properties=species:S:1:pos:R:3 method="wB97M-V/def2-TZVPD" spin_multiplicity=3 homo_lumo_gap_ha="0.1727 / 0.2587" s2=2.004 homo_ha="-0.141 / -0.357"
N -0.49526 0.75112 1.07476
N -0.07829 0.14568 -1.53143
O 0.69970 -1.51738 0.34000
P 0.66172 0.06184 0.04835
S 2.45955 1.03671 0.21930
H -0.34202 1.74349 1.06450
H -1.33316 0.62294 0.57057
H -0.59910 -0.63941 -1.69415
H 0.54007 0.35242 -2.22244
H 1.36402 -1.54493 0.97801